A cluster of 2 separate species, C19H36NO5 in total at a distorted geometry. Source: OMol25; level of theory: ωB97M-V with the def2-TZVPD basis set.

Properties
Charge = +1
ΔE to the lowest compared entry with this formula, charge and spin = 6.582 eV
Lowest unoccupied orbital energy = -4.50 eV
Calculated total energy = -1175.92746 hartree
Gap between HOMO and LUMO = 0.2877 Eh

Cartesian coordinates (Å):
H: 0.748 -0.056 -1.654
H: 3.598 0.969 0.327
H: -2.408 -3.364 -2.395
H: -0.866 1.660 5.776
H: 1.839 3.007 -2.004
O: 4.269 -3.191 -1.291
C: -1.641 -2.500 -2.686
H: 2.604 -1.700 -1.238
O: -0.267 -0.801 -5.334
H: -0.371 2.900 -1.638
H: 3.872 -1.633 -2.696
H: 4.143 -3.916 -3.398
C: -2.402 -1.073 -2.418
H: 0.923 0.868 -3.382
H: 3.676 -5.206 -2.038
C: 4.741 -0.778 -0.740
H: -5.262 1.173 5.020
O: -1.234 -2.671 -4.114
H: -1.195 2.002 -3.100
H: -2.190 -0.264 -3.255
H: -2.199 2.730 5.393
H: -2.249 2.003 7.809
H: 5.206 1.445 -0.532
C: -2.575 1.320 7.020
C: 4.226 0.777 -0.665
H: -2.285 0.300 7.294
H: 0.067 -0.609 1.926
C: -1.957 1.706 5.690
C: -0.090 -1.752 -4.393
C: -0.630 -0.269 1.019
H: 1.805 1.967 -0.428
C: 3.657 -4.069 -2.343
H: 3.466 0.591 -2.920
O: -2.323 0.768 4.661
H: -3.167 -0.400 -0.428
H: 4.059 2.296 -2.379
C: -1.164 1.239 0.640
C: -1.718 1.200 -0.936
C: 3.468 1.327 -2.009
H: -3.567 -1.295 -2.465
H: -5.092 2.115 3.514
H: -0.336 2.081 0.579
H: -2.670 1.915 -0.983
N: -1.136 -1.061 0.009
C: -4.565 1.738 4.396
H: 4.793 -1.164 0.389
H: -2.137 1.473 1.248
O: -3.625 0.089 2.968
C: -2.084 -0.392 -0.966
C: -3.463 0.828 3.938
H: 5.868 -0.821 -1.121
C: 0.729 0.982 -2.209
H: 2.515 -3.757 -2.420
C: 1.954 1.888 -1.605
H: -3.667 1.336 6.977
H: -4.214 2.615 4.937
C: 3.733 -1.808 -1.524
H: -0.825 -2.060 0.069
C: -0.676 1.819 -2.041
H: -0.635 -2.638 -2.064
H: 0.931 -1.878 -3.788

Atomic forces in eV per Å
-0.221 1.890 -1.288
1.097 -0.520 -2.296
1.978 1.732 -0.932
-0.243 -0.166 -0.267
0.164 -2.507 0.720
-2.146 0.609 -1.925
0.166 -0.307 0.355
1.962 -0.254 -0.292
1.491 -6.583 6.536
-0.842 -2.257 -0.832
-0.622 -0.130 2.392
-0.728 -0.212 2.062
-0.153 -0.124 -0.270
-0.394 -0.120 2.669
0.305 2.485 -0.419
-0.153 -0.292 1.450
0.084 0.059 -0.077
2.245 2.627 1.402
0.998 -0.609 2.454
-0.133 -1.890 1.670
-0.111 -0.134 -0.036
-0.016 -0.074 -0.113
-2.148 -1.526 -0.165
-0.193 -0.147 0.037
1.145 0.221 -0.056
0.066 0.196 -0.049
-1.784 0.530 -2.350
-0.031 0.126 0.505
-2.463 4.230 -4.861
-2.012 0.749 -3.606
0.553 -0.244 -2.383
-0.979 0.034 0.193
-0.197 1.242 1.929
0.054 -0.267 -0.952
2.659 -0.219 -0.807
-1.244 -2.248 0.740
0.106 0.438 -1.106
0.395 -0.076 0.625
-0.106 1.641 0.673
2.579 0.568 0.143
-0.020 -0.324 0.174
-1.643 -1.867 1.137
1.823 -2.051 0.177
2.490 1.492 3.837
-0.063 0.661 -0.298
-0.054 0.733 -2.439
2.240 -0.389 -0.549
0.916 1.051 1.322
-3.230 1.030 -0.418
-0.363 -0.886 -0.616
-2.723 -0.119 0.418
0.519 1.060 -0.615
2.137 -0.746 0.005
-0.221 0.270 -0.354
0.111 0.113 0.022
-0.021 -0.173 0.177
2.185 0.104 -1.073
-1.004 1.068 -0.610
0.275 0.065 0.386
-2.135 0.397 -0.991
-2.347 0.041 -1.161



The molecule H4NP at a distorted geometry. Source: OMol25; level of theory: ωB97M-V with the def2-TZVPD basis set.

Properties
Charge = 0
ΔE to the lowest compared entry with this formula, charge and spin = 1.981 eV
SMILES = N=[PH3]
Lowest unoccupied orbital energy = 0.92 eV
Calculated total energy = -398.40489 hartree
Gap between HOMO and LUMO = 0.3636 Eh

Cartesian coordinates (Å):
P: -0.037 0.305 0.026
H: -1.493 0.669 0.122
H: 0.146 -2.131 0.239
N: 0.677 -1.083 -0.021
H: 0.676 1.354 0.873
H: 0.030 0.886 -1.240

Atomic forces in eV per Å
-0.155 1.163 -0.049
1.362 -0.702 0.628
1.974 4.607 -0.900
-2.366 -4.258 1.377
-1.161 -1.264 -0.919
0.346 0.453 -0.137



The ion C12H14IN6O2 with charge +1 at a distorted geometry. Source: OMol25; level of theory: ωB97M-V with the def2-TZVPD basis set.

Properties
Charge = +1
SMILES = CCNn1c(COc2ccccc2)nc(NI)[n+]1N=C=O
Lowest unoccupied orbital energy = -4.63 eV
Calculated total energy = -1241.44551 hartree
Gap between HOMO and LUMO = 0.2371 Eh

Cartesian coordinates (Å):
C: -0.998 1.236 -3.209
I: -2.238 -3.468 3.860
C: -2.668 -3.669 -1.942
H: 4.264 3.810 3.019
N: -0.335 -1.192 -2.345
N: -2.850 -2.608 -1.090
N: -0.295 -2.033 1.415
N: -0.581 -1.594 -1.042
H: 2.699 -1.531 -0.290
H: -3.519 -3.528 1.407
H: 2.133 -0.731 1.417
C: 0.375 -1.472 0.155
O: -2.431 -4.484 -3.001
C: 3.274 3.322 2.609
H: 4.444 1.820 0.959
H: -1.718 -0.793 -3.971
C: 1.896 -0.869 0.255
N: -1.675 -2.226 -0.462
H: -0.695 3.266 2.940
C: 0.396 2.995 2.558
H: -0.448 1.389 0.889
C: -1.433 -0.320 -2.913
N: -2.600 -3.184 1.809
H: -0.709 1.439 -4.349
C: 2.028 1.502 0.787
H: -2.415 -0.283 -2.270
H: 1.654 4.509 3.992
C: 1.767 3.685 3.147
C: 3.407 2.188 1.415
H: -1.969 1.902 -3.011
H: -0.163 1.657 -2.505
C: 0.510 1.884 1.356
C: -1.657 -2.556 1.015
O: 2.043 0.501 -0.325
H: 0.507 -0.563 -2.279

Atomic forces in eV per Å
-0.823 0.810 -0.281
-0.162 0.217 -1.277
2.105 -2.292 -6.318
-2.439 -1.051 -0.840
-0.667 1.140 -0.703
0.444 -4.588 -4.404
-1.785 0.089 -5.140
4.103 0.090 7.735
-1.908 1.033 1.067
1.774 0.761 0.577
-0.723 -0.938 -2.554
-4.215 -1.693 1.102
-2.495 7.077 9.611
-3.773 -2.440 -2.100
-2.525 1.046 1.173
0.500 0.943 2.480
0.237 0.652 0.569
-1.947 -1.654 3.255
2.801 -0.494 -0.764
3.583 -1.451 -2.008
2.189 1.085 1.013
-1.514 1.173 -2.049
0.791 0.811 -1.912
-0.459 -0.696 2.658
-1.234 2.519 2.632
2.168 -0.415 -0.990
0.290 -2.020 -2.036
0.347 -1.937 -2.237
-3.587 0.486 0.788
2.188 -1.434 -0.430
-1.483 -0.987 -1.261
3.778 2.156 1.758
5.502 2.978 -2.284
-0.219 0.085 2.992
-0.839 -1.060 0.176